[1]
The following is a DFT calculation (wB97M-V/def2-TZVPD) of a structure of composition C32H33N5S2SeTi.

```
74
Properties=species:S:1:pos:R:3:nbo_charge:R:1
Ti 0.17721 0.23094 0.00330 1.24
S 4.49585 0.10244 1.59148 0.27
C 4.69913 0.24751 -0.13814 -0.14
C 5.86351 0.43237 -0.85662 -0.26
C 5.80352 0.49847 -2.24635 -0.29
C 4.56901 0.37203 -2.88569 -0.22
C 3.39952 0.18606 -2.17205 -0.25
C 3.43782 0.12956 -0.76833 0.13
N 2.37226 -0.05739 0.06054 -0.65
C 2.77085 -0.12748 1.36440 -0.02
C 1.86949 -0.47726 2.39900 -0.08
C 2.29400 -0.76263 3.71776 -0.29
C 1.38294 -1.22735 4.65129 -0.25
C 0.05810 -1.45091 4.28601 -0.30
C -0.35081 -1.16667 2.97402 -0.17
C 0.50318 -0.66122 1.99817 -0.52
H 6.81297 0.53025 -0.34172 0.20
H 6.70794 0.65135 -2.82317 0.19
H 4.52124 0.41832 -3.96878 0.19
H 2.45317 0.06927 -2.68155 0.23
H 3.33138 -0.61925 4.00989 0.19
H 1.71153 -1.43380 5.66572 0.18
H -0.65524 -1.82293 5.01392 0.19
H -1.39591 -1.32653 2.71778 0.20
C 0.85847 2.61113 3.42634 -0.59
C 0.79287 3.85063 2.53626 -0.22
C -0.66232 4.19595 2.21045 -0.61
C 1.65685 3.77765 1.28655 -0.07
C 2.81783 4.52808 1.25026 -0.21
C 3.61714 4.60367 0.11263 -0.32
C 3.14441 3.99685 -1.04078 -0.23
C 1.96328 3.26390 -1.07354 -0.02
C 1.46923 2.91904 -2.47794 -0.25
C 0.35430 1.89620 -2.67419 -0.56
C 1.00492 4.21917 -3.16056 -0.59
C 1.27100 2.98006 0.15062 0.18
N 0.33925 2.02234 0.25508 -1.05
H 0.32028 2.79359 4.36381 0.18
H 1.89156 2.34954 3.66909 0.20
H 0.40623 1.75752 2.92862 0.24
H 1.20448 4.68648 3.11994 0.17
H -1.11590 3.39102 1.63109 0.25
H -0.72641 5.12036 1.62921 0.19
H -1.23696 4.32842 3.13350 0.18
H 3.10749 5.06780 2.14970 0.18
H 4.55364 5.14954 0.11852 0.18
H 3.70472 4.09990 -1.96866 0.18
H 2.34316 2.56047 -3.03560 0.19
H -0.59285 2.24579 -2.26479 0.23
H 0.55292 0.91680 -2.23298 0.19
H 0.22136 1.71148 -3.74629 0.19
H 0.13857 4.62427 -2.63035 0.20
H 0.71166 4.03301 -4.20004 0.18
H 1.78677 4.97940 -3.14792 0.20
C 2.78493 -3.74473 2.18456 -0.67
C 2.74002 -3.36053 0.74761 0.34
C 3.80617 -3.47726 -0.11162 -0.37
C 3.57417 -3.21252 -1.46779 0.33
N 2.39881 -2.85300 -1.95288 -0.51
C 1.39439 -2.61245 -1.08957 0.32
S -0.08310 -1.95600 -1.59104 -0.18
N 1.57962 -2.91322 0.23528 -0.55
C 4.69424 -3.37803 -2.45661 -0.65
H 3.79425 -4.05436 2.44767 0.21
H 2.09317 -4.57037 2.36940 0.22
H 2.47734 -2.91187 2.82164 0.28
H 4.77753 -3.78018 0.24894 0.22
H 0.82095 -2.63880 0.86795 0.48
H 5.63764 -3.04492 -2.02537 0.22
H 4.47557 -2.79908 -3.34979 0.24
H 4.78272 -4.43366 -2.72943 0.21
Se -2.59134 0.44255 -0.27146 -0.26
C -3.48522 -0.97456 0.51446 0.08
N -4.08196 -1.84044 1.00370 -0.53
```

## Properties
DFT total energy, eV: -151304.9661
LUMO (alpha / beta), eV: 4.21 / 4.15
Expectation value of S²: 2.0294
Relative energy (zero: lowest compared OMol25 entry of this formula, charge and spin), kcal/mol: 2.7
Multiplicity: 3
HOMO (alpha / beta), hartree: 0.0142 / -0.0338
Net charge: -2
Largest force on an atom, eV Å⁻¹: 0.90


[2]
The following is a DFT calculation (wB97M-V/def2-TZVPD) of a structure of composition C32H33N7NaS.

```
74
Properties=species:S:1:pos:R:3:mulliken_charge:R:1
Na 0.28148 1.28769 -0.22826 0.48
C 1.11402 -2.10671 0.45785 -1.47
N 0.52501 -1.32302 -0.60736 1.48
C 0.90609 -1.77362 -1.92108 -1.25
C 0.47135 -0.77201 -2.94057 -0.27
N 0.22899 0.47925 -2.69901 0.39
C -0.22300 1.00740 -3.89458 0.09
C -0.67814 2.28990 -4.18592 -0.52
C -1.09840 2.54237 -5.47843 -0.65
C -1.07411 1.54838 -6.46723 -0.32
C -0.63552 0.26475 -6.19214 -1.27
C -0.21840 0.01740 -4.89054 0.84
N 0.23720 -1.11592 -4.24635 -0.02
C 0.92519 -1.40864 1.76566 -0.48
N 0.39484 -0.23155 1.94018 0.88
C 0.50062 0.01818 3.29563 -0.34
C 0.12084 1.14042 4.02708 -0.37
C 0.40350 1.15079 5.38066 -0.73
C 1.05418 0.07403 6.00039 -0.39
C 1.43892 -1.04896 5.28600 -1.16
C 1.14587 -1.05592 3.92910 0.67
N 1.37556 -1.96859 2.92508 0.14
H 2.19418 -2.20275 0.27879 0.28
H 0.72842 -3.13877 0.51927 0.47
H -0.48902 -1.30896 -0.52001 -0.74
H 0.48299 -2.76004 -2.19002 0.41
H 1.99634 -1.87345 -1.94839 0.51
H -0.71681 3.04390 -3.41102 0.46
H -1.46334 3.52838 -5.73597 0.39
H -1.41489 1.78973 -7.46588 0.37
H -0.62672 -0.50668 -6.95168 0.40
H 0.33512 -2.03722 -4.63418 0.21
H -0.36951 1.96835 3.53093 0.52
H 0.12508 2.00905 5.97951 0.40
H 1.26489 0.12434 7.06151 0.38
H 1.95250 -1.87341 5.76155 0.43
H 1.99237 -2.76706 2.96990 0.33
N 5.45155 -1.62636 3.08400 -0.50
C 5.08527 -1.70568 1.72091 0.25
S 5.43724 -3.15876 0.90701 -0.49
C 4.42978 -0.58244 1.15006 0.73
C 4.16373 -0.46675 -0.25144 -0.58
C 3.41792 0.57538 -0.73600 -0.39
N 2.87772 1.55272 0.01779 -0.69
C 3.19320 1.49715 1.31993 -0.57
C 3.94873 0.51715 1.92068 -0.64
H 6.13416 -2.34142 3.29707 0.23
H 5.77559 -0.71300 3.37501 0.19
H 4.56429 -1.21750 -0.92036 0.43
H 3.21795 0.64132 -1.80366 0.47
H 2.79739 2.30239 1.93231 0.39
H 4.09751 0.56921 2.99130 0.24
C -4.40874 2.07647 -0.11365 -1.86
C -3.08920 1.47643 0.42538 2.68
C -3.21155 1.39099 1.95593 -2.05
C -1.88349 2.34482 0.07356 -1.77
C -2.93283 0.08608 -0.18748 0.23
C -2.90272 -1.09456 0.55354 -0.07
C -2.77978 -2.33769 -0.06724 -0.82
C -2.68970 -2.42638 -1.44855 -0.65
C -2.70658 -1.25591 -2.20194 -0.77
C -2.81532 -0.02488 -1.57688 0.03
H -4.58380 3.04478 0.35968 0.49
H -5.26911 1.42792 0.08983 0.38
H -4.35044 2.24036 -1.19086 0.35
H -3.31176 2.40027 2.35742 0.54
H -2.31502 0.94436 2.39052 0.20
H -4.08570 0.81164 2.27734 0.30
H -2.16520 3.37967 0.34973 0.26
H -2.96599 -1.05752 1.63321 0.34
H -2.75496 -3.23605 0.53878 0.40
H -2.60331 -3.39208 -1.93311 0.41
H -2.62206 -1.30190 -3.28248 0.37
H -2.78216 0.88695 -2.15969 0.34
```

## Properties
DFT total energy, eV: -59403.8363
LUMO (alpha / beta), eV: 2.02 / 2.02
Relative energy (zero: lowest compared OMol25 entry of this formula, charge and spin), kcal/mol: 5.6
Multiplicity: 1
HOMO (alpha / beta), hartree: -0.1114 / -0.0938
Net charge: -1
Largest force on an atom, eV Å⁻¹: 0.45


[3]
The following is a DFT calculation (wB97M-V/def2-TZVPD) of a structure of composition C32H34AsClIrO.

```
70
Properties=species:S:1:pos:R:3:nbo_charge:R:1
C 0.75054 -7.63138 -0.87327 0.01
C -0.37068 -8.08545 -1.82146 -0.63
C 2.10998 -8.05812 -1.44945 -0.63
C 0.55037 -8.29002 0.50096 -0.63
Cl 0.71043 -5.86150 -0.70198 -0.12
H 2.15639 -9.14844 -1.56430 0.23
H 2.92556 -7.75294 -0.78131 0.22
H 2.27004 -7.60644 -2.43687 0.22
H -0.35632 -9.17630 -1.94116 0.23
H -0.24509 -7.63499 -2.81437 0.22
H -1.35353 -7.80264 -1.42295 0.22
H 0.57685 -9.38365 0.41182 0.23
H -0.42130 -8.00975 0.92759 0.22
H 1.34522 -7.98849 1.19510 0.22
C 0.52539 0.59428 -2.09682 -0.25
C 1.79243 -0.09043 -2.10106 -0.27
C 1.50051 -1.52219 -2.10893 -0.35
H 2.76788 0.37545 -2.21622 0.28
C 0.07719 -1.66523 -2.21820 -0.21
C -0.51652 -0.37676 -2.18729 -0.22
H -1.58145 -0.15875 -2.28641 0.27
H 0.37421 1.66448 -2.04780 0.26
H 2.22534 -2.32071 -2.10261 0.29
H -0.45485 -2.59938 -2.41984 0.28
C 0.47097 -0.61300 2.08663 -0.24
C 1.43899 0.35933 1.71015 -0.26
C 2.54434 -0.30232 1.08882 -0.29
H 1.34604 1.43220 1.86477 0.26
C 2.22800 -1.72388 1.06794 -0.35
C 0.97941 -1.89112 1.74569 -0.23
H 0.54121 -2.84440 2.06432 0.29
H -0.46856 -0.41400 2.61896 0.27
H 3.49306 0.16441 0.81876 0.28
H 2.85076 -2.50932 0.67133 0.29
Ir 0.99136 -0.73897 -0.24628 1.26
O -0.92023 1.14292 0.25538 -0.85
As -0.82725 2.81154 0.48817 1.86
C -2.10570 2.90503 1.95000 -0.27
C -1.79416 2.34027 3.19625 -0.25
C -2.77314 2.34000 4.19588 -0.18
C -4.06350 2.80511 3.90692 -0.15
C -4.39868 3.22235 2.61135 -0.18
C -3.42266 3.23743 1.61119 -0.23
C 0.91648 3.63876 0.88019 -0.32
C 1.21868 4.00895 2.19860 -0.23
C 2.44620 4.62691 2.49599 -0.19
C 3.34540 4.93102 1.46215 -0.16
C 3.03289 4.57752 0.14163 -0.19
C 1.82732 3.91168 -0.14671 -0.25
C -1.48902 3.53438 -1.17518 -0.35
C -0.99605 4.74942 -1.66213 -0.22
C -1.43128 5.21561 -2.90870 -0.20
C -2.36124 4.47193 -3.65157 -0.16
C -2.84499 3.24817 -3.15998 -0.19
C -2.39527 2.77136 -1.92238 -0.25
H -0.81193 1.88807 3.37257 0.21
H -2.51257 1.97570 5.19138 0.24
H -4.81307 2.83718 4.69443 0.25
H -5.41026 3.54282 2.36417 0.25
H -3.67046 3.47492 0.57260 0.24
H 0.49993 3.82578 3.00187 0.24
H 2.69617 4.88071 3.53513 0.25
H 4.28882 5.44428 1.68869 0.25
H 3.72702 4.83405 -0.66867 0.24
H 1.59991 3.63578 -1.18001 0.23
H -0.26648 5.31332 -1.08136 0.23
H -1.04804 6.16486 -3.29643 0.25
H -2.72230 4.84739 -4.61561 0.25
H -3.56793 2.65568 -3.73425 0.24
H -2.72681 1.79951 -1.54585 0.23
```

## Properties
DFT total energy, eV: -111958.9348
LUMO (alpha / beta), eV: -5.25 / -9.99
Expectation value of S²: 8.7811
Relative energy (zero: lowest compared OMol25 entry of this formula, charge and spin), kcal/mol: 56.4
Multiplicity: 6
HOMO (alpha / beta), hartree: -0.4450 / -0.5302
Net charge: +2
Largest force on an atom, eV Å⁻¹: 4.85